[1]
Molecular formula: C30H26AsN3OPRhSe3Te
Method: DFT, ωB97M-V with the def2-TZVPD basis set

Largest force on an atom = 0.24 eV/A
Net charge = 0
Energy above the lowest of the compared OMol25 structures with the same formula, charge and spin = 0.00 kcal/mol
Multiplicity = 5

Geometry as XYZ:
```
67
C30H26AsN3OPRhSe3Te (ωB97M-V with the def2-TZVPD basis set)
Te -0.78 4.55 -0.46
Rh -0.84 0.82 0.46
Se -0.06 1.05 -1.83
Se 0.56 3.25 -2.12
Se -2.21 2.90 0.60
As -7.10 -0.14 -0.68
P -2.53 -0.81 -0.10
O 0.07 -0.47 1.94
N 4.75 -0.21 2.27
N 1.72 -1.89 2.48
N 1.33 2.65 1.26
C 2.28 0.36 1.90
C -7.86 1.22 1.77
C -6.63 1.63 -1.36
C 1.79 1.64 1.57
C -2.79 -1.71 2.49
C 1.32 -0.65 2.10
C -1.11 -3.03 -3.86
C -6.38 -0.37 3.49
C -1.09 -2.73 -1.48
C -0.62 -3.38 -2.61
C -2.07 -2.04 -3.98
C -6.32 -0.59 2.12
C -6.02 2.63 -0.60
C -7.91 1.44 3.14
C -4.15 -0.05 -0.45
C -2.07 -1.74 -1.58
C -3.18 -2.59 3.49
C -6.48 3.06 -3.30
C -2.54 -1.39 -2.84
C 3.66 0.10 2.10
C -2.92 -2.07 1.15
C -3.81 -4.21 1.83
C -7.05 0.21 1.24
C -5.64 3.83 -1.19
C -5.87 4.04 -2.55
C -3.69 -3.83 3.16
C -3.42 -3.33 0.83
C -6.87 1.87 -2.71
C -7.17 0.64 4.00
C -5.30 -0.95 -0.86
H -3.99 -4.52 3.95
H -4.20 -5.18 1.57
H -3.08 -2.30 4.53
H -5.80 -1.00 4.15
H -8.44 1.85 1.11
H 1.00 -2.56 2.69
H 0.14 -4.14 -2.52
H -3.52 -3.62 -0.21
H -3.27 -0.60 -2.95
H -7.36 1.11 -3.31
H -2.44 -1.75 -4.95
H -5.15 4.59 -0.59
H -5.33 -1.87 -0.27
H -0.73 -3.53 -4.75
H -6.67 3.23 -4.36
H -5.21 -1.26 -1.90
H 2.67 -2.06 2.74
H -3.99 0.75 -1.17
H -8.54 2.23 3.53
H -5.57 4.98 -3.00
H -0.69 -3.00 -0.50
H -5.69 -1.39 1.75
H -7.22 0.81 5.07
H -5.83 2.48 0.45
H -4.39 0.47 0.49
H -2.37 -0.75 2.76
```

---

[2]
Molecular formula: C30H26AuGeIN2O3S2
Method: DFT, ωB97M-V with the def2-TZVPD basis set

Largest force on an atom = 0.16 eV/A
Net charge = -1
Energy above the lowest of the compared OMol25 structures with the same formula, charge and spin = 0.00 kcal/mol
Multiplicity = 2

Geometry as XYZ:
```
66
C30H26AuGeIN2O3S2 (ωB97M-V with the def2-TZVPD basis set)
Au 1.57 -0.87 -0.13
I -0.10 8.18 0.30
Ge -0.86 -0.66 -0.11
S 0.31 -3.92 1.46
S 2.10 -3.21 -0.87
O 1.53 -5.63 0.00
O 1.46 1.36 1.19
O 1.96 1.56 -0.97
N 4.65 -1.75 0.35
N 3.84 -0.69 0.31
C 0.49 6.16 0.26
C 5.91 -1.40 0.67
C -2.21 -3.64 -2.87
C -1.53 -0.25 4.05
C -2.33 3.35 -0.28
C -2.64 -1.72 1.98
C -1.40 1.15 -0.70
C 1.30 4.27 -0.96
C -1.21 1.53 -2.03
C 0.42 5.41 1.42
C 2.23 -6.08 -1.15
C 1.58 2.02 0.13
C -1.94 -1.81 -1.30
C -1.96 2.09 0.17
C -1.03 -0.13 2.76
C 5.91 -0.03 0.84
C 1.23 3.50 0.19
C -1.58 2.78 -2.49
C -2.14 3.70 -1.61
C -3.56 -3.35 -3.01
C -3.14 -1.85 3.28
C 0.80 4.07 1.37
C 1.30 -4.32 0.21
C -1.41 -2.88 -2.03
C -4.10 -2.29 -2.29
C -3.30 -1.53 -1.46
C 0.93 5.61 -0.94
C -1.58 -0.86 1.71
C 4.58 0.36 0.60
C -2.59 -1.11 4.31
H -0.36 -3.12 -1.93
H -3.73 -0.69 -0.92
H -2.42 4.69 -1.96
H 0.97 6.21 -1.84
H -3.96 -2.53 3.47
H 2.02 -7.14 -1.22
H -1.77 -4.46 -3.43
H 0.74 3.45 2.26
H 1.62 3.80 -1.88
H 6.74 0.60 1.09
H 1.89 -5.56 -2.05
H -0.19 0.53 2.56
H 6.69 -2.13 0.75
H -2.76 4.06 0.41
H 0.08 5.86 2.34
H -1.41 3.05 -3.52
H -1.08 0.32 4.85
H 4.24 -2.65 0.14
H -3.07 -2.32 1.19
H 4.12 1.34 0.62
H 3.31 -5.92 -1.04
H -2.97 -1.21 5.32
H -5.15 -2.05 -2.40
H -0.75 0.82 -2.72
H -4.18 -3.94 -3.66
H -2.12 1.83 1.21
```

---

[3]
Molecular formula: C30H26BrF4MoN7O3P
Method: DFT, ωB97M-V with the def2-TZVPD basis set

Largest force on an atom = 3.26 eV/A
Net charge = +3
Energy above the lowest of the compared OMol25 structures with the same formula, charge and spin = 34.75 kcal/mol

Geometry as XYZ:
```
73
C30H26BrF4MoN7O3P (ωB97M-V with the def2-TZVPD basis set)
Mo 0.41 0.08 -0.34
Br 1.07 -0.36 -3.15
P -1.56 1.12 -1.79
F -4.30 -0.84 -5.67
F -2.20 -2.27 -6.62
F 0.22 -2.05 -5.44
F -4.00 0.75 -3.56
O -1.49 -3.20 0.11
O 2.06 -1.84 4.35
O -0.63 -1.67 -1.17
N 2.92 -3.93 4.46
N 1.52 -1.72 0.40
N -1.98 -0.10 2.71
N -1.14 -2.08 -0.08
N -1.53 1.15 2.26
N -2.40 -2.32 2.39
N -1.20 -1.04 0.77
C 1.68 1.28 1.14
C -1.86 -1.19 1.96
C -3.13 -0.78 -5.08
C -1.33 5.20 -1.85
C -4.94 1.74 0.45
C -2.06 -1.50 -5.57
C -0.68 -0.59 -3.84
C 1.66 -1.89 1.72
C -2.96 0.03 -3.96
C 2.45 -2.86 3.81
C 1.33 2.10 -0.97
C -3.68 -0.38 -0.82
C 2.37 -2.93 2.29
C 2.64 0.69 0.28
C -4.85 -0.60 -0.11
C -3.13 0.90 -0.89
C -1.38 3.89 -1.42
C 0.89 2.18 0.38
C 2.42 1.19 -1.01
C -1.47 3.13 -3.71
C 2.98 -3.84 1.44
C 2.09 -2.63 -0.42
C -1.35 5.48 -3.22
C 2.83 -3.69 0.07
C -5.48 0.46 0.54
C -1.75 0.12 -3.29
C -1.46 2.84 -2.34
C -0.81 -1.39 -4.95
C -3.77 1.96 -0.27
C -1.41 4.45 -4.14
H -2.94 -2.33 3.25
H -1.53 2.34 -4.45
H -5.30 -1.58 -0.09
H -1.28 6.01 -1.14
H 1.95 -2.48 -1.48
H -1.31 6.51 -3.56
H 3.18 -4.78 4.00
H 3.58 -4.66 1.82
H 1.21 -1.16 2.38
H -2.33 1.68 1.93
H -2.49 -0.16 3.58
H 0.17 2.87 0.78
H 3.00 -3.88 5.46
H -3.41 2.97 -0.37
H 3.42 0.01 0.57
H -6.41 0.30 1.08
H 1.63 1.16 2.22
H 3.28 -4.38 -0.62
H -3.25 -1.21 -1.37
H -2.29 -3.18 1.88
H -5.46 2.57 0.91
H -1.43 4.67 -5.20
H 0.97 2.70 -1.79
H 3.01 0.95 -1.89
H -1.10 1.62 3.05
H -1.38 3.69 -0.35
```

---

[4]
Molecular formula: C30H26BrF4N7O9PTi
Method: DFT, ωB97M-V with the def2-TZVPD basis set

Largest force on an atom = 2.60 eV/A
Net charge = +2
Energy above the lowest of the compared OMol25 structures with the same formula, charge and spin = 19.89 kcal/mol
Multiplicity = 2

Geometry as XYZ:
```
79
C30H26BrF4N7O9PTi (ωB97M-V with the def2-TZVPD basis set)
Br -0.57 2.35 -1.47
Ti 0.18 0.39 0.49
P 0.58 2.53 1.76
F -0.58 5.02 -2.63
F 1.27 5.40 2.42
F 0.25 7.37 -1.65
F 1.19 7.54 0.87
O 7.10 -1.70 1.43
O 1.52 0.21 -0.63
O 4.26 1.80 -2.94
O 7.70 -0.49 -0.27
O -3.58 1.00 -0.07
O 2.73 2.55 -1.61
O 2.43 -2.00 2.66
O -1.58 0.64 0.90
O 0.96 -0.66 1.69
N -0.93 -1.39 -0.41
N 2.20 -1.20 1.76
N 3.61 1.76 -1.92
N 6.87 -0.96 0.49
N -5.51 -0.79 1.27
N -7.60 0.16 1.38
N -7.16 -1.76 2.57
C 3.20 2.97 4.86
C -0.83 2.65 2.90
C -0.10 5.08 -1.39
C -2.57 0.36 0.07
C 2.06 2.64 2.78
C -0.94 1.67 3.88
C 0.46 4.00 0.70
C -6.75 -0.80 1.75
C -2.92 3.59 3.60
C 3.87 0.64 -0.99
C -2.31 -0.91 -0.75
C 0.85 5.25 1.17
C -3.74 -2.49 0.80
C -1.82 3.61 2.75
C -4.35 -1.51 1.81
C 4.41 2.68 4.24
C -0.02 3.95 -0.61
C 0.80 6.38 0.39
C 0.32 6.30 -0.90
C 2.02 2.95 4.13
C 3.17 -0.76 0.82
C 3.28 2.36 2.16
C -2.03 1.66 4.73
C 4.49 -1.10 1.06
C -3.03 2.62 4.59
C -3.41 -1.96 -0.60
C 2.81 0.05 -0.27
C 4.45 2.39 2.89
C 5.46 -0.59 0.24
C 5.18 0.31 -0.77
H 5.40 2.19 2.40
H -3.12 -2.81 -1.21
H -1.75 4.37 1.99
H -2.31 -0.59 -1.79
H 3.30 2.16 1.09
H 5.97 0.75 -1.35
H -6.59 -2.56 2.77
H -0.99 -2.09 0.32
H -7.30 0.93 0.81
H 4.75 -1.74 1.89
H -3.63 -0.77 2.15
H -4.65 -2.06 2.70
H -4.45 -3.30 0.66
H 5.33 2.70 4.82
H -2.10 0.91 5.51
H -2.86 -2.93 1.27
H -3.69 4.35 3.50
H -3.88 2.62 5.26
H -8.11 -1.78 2.91
H -4.31 -1.55 -1.06
H -0.51 -1.83 -1.21
H -0.16 0.92 4.00
H 1.08 3.20 4.62
H -5.27 -0.03 0.65
H -8.58 0.12 1.62
H 3.17 3.22 5.92
```

---

[5]
Molecular formula: C30H26BrFN5O4SV
Method: DFT, ωB97M-V with the def2-TZVPD basis set

Largest force on an atom = 1.33 eV/A
Net charge = -1
Energy above the lowest of the compared OMol25 structures with the same formula, charge and spin = 3.64 kcal/mol
Multiplicity = 2

Geometry as XYZ:
```
69
C30H26BrFN5O4SV (ωB97M-V with the def2-TZVPD basis set)
Br -1.07 7.21 2.75
V 0.03 0.05 0.92
S 2.15 -1.64 -0.85
F -1.34 -1.14 0.57
O 3.35 -1.13 -0.24
O -2.16 3.12 -0.35
O 0.79 1.77 0.99
O 1.57 -2.82 -0.24
N -3.87 3.94 0.88
N -0.84 0.54 -1.54
N 0.63 -1.23 2.46
N -1.07 0.71 2.54
N 1.07 -0.47 -0.91
C -1.72 0.99 -2.42
C 4.14 -2.25 -4.29
C -1.54 0.91 -3.79
C 2.15 -3.57 -4.38
C 0.59 -0.08 -3.34
C -0.47 5.48 2.22
C 3.78 -1.77 -3.04
C 0.53 -3.41 4.19
C -1.43 -0.38 3.30
C -2.54 -0.51 4.13
C -0.46 -1.42 3.27
C 0.37 2.94 1.41
C 3.33 -3.15 -4.98
C -1.73 -2.64 4.95
C 3.73 -3.64 -6.35
C -0.56 -2.52 4.15
C -3.15 2.92 0.31
C 1.77 -3.11 -3.13
C -1.37 1.94 2.90
C -1.10 4.37 2.73
C 1.67 -2.05 2.58
C 0.58 5.36 1.32
C -0.34 0.39 -4.24
C 1.00 4.10 0.94
C -0.71 3.07 2.34
C -3.71 1.53 0.54
C 0.29 -0.04 -1.97
C 2.59 -2.20 -2.48
C 1.65 -3.15 3.44
C -2.68 -1.66 4.92
H -1.83 -3.50 5.60
H -3.57 -1.76 5.54
H -4.53 3.74 1.61
H 1.06 6.25 0.93
H 1.52 -4.28 -4.90
H -4.67 1.43 0.02
H 1.81 3.97 0.23
H 2.52 -1.85 1.95
H 0.47 -4.29 4.83
H -3.88 1.34 1.60
H -3.01 0.78 0.16
H 5.08 -1.92 -4.74
H -0.12 0.35 -5.30
H 4.80 -3.83 -6.40
H -2.30 1.29 -4.47
H -3.40 4.83 0.92
H -2.60 1.46 -2.01
H -3.30 0.26 4.15
H 2.52 -3.80 3.47
H 3.20 -4.55 -6.61
H -2.06 2.11 3.73
H 4.40 -1.08 -2.50
H 1.54 -0.45 -3.70
H -1.91 4.48 3.45
H 3.49 -2.89 -7.12
H 0.86 -3.45 -2.66
```

---

[6]
Molecular formula: C30H26F4
Method: DFT, ωB97M-V with the def2-TZVPD basis set

Largest force on an atom = 3.66 eV/A
Net charge = -1
E_tot = -42398.80812 eV
Multiplicity = 2

Geometry as XYZ:
```
60
C30H26F4 (ωB97M-V with the def2-TZVPD basis set)
F 8.54 -0.53 -0.07
F -4.91 -2.73 4.29
F 0.69 3.91 -2.65
F -3.39 0.88 -0.96
C -0.33 3.53 -3.49
C 3.12 -0.52 1.93
C 5.26 -0.96 -2.68
C 1.04 0.93 0.70
C -1.31 2.69 -3.03
C 7.63 -0.71 -2.29
C 1.84 -1.01 1.88
C -3.29 0.62 1.42
C 3.35 0.74 1.57
C -1.23 -3.95 2.67
C -2.43 2.40 -3.87
C 7.50 -0.79 -0.89
C -2.76 -3.74 4.57
C -3.95 0.94 0.23
C -1.48 -4.07 4.02
C 6.56 -0.80 -3.20
C -5.26 1.43 0.28
C 5.11 -1.01 -1.24
C 2.29 1.47 0.97
C -5.31 0.97 2.71
C -1.43 3.68 -5.66
C -2.22 -3.36 1.86
C -3.48 -3.05 2.41
C -2.42 2.79 -5.19
C -4.00 0.63 2.61
C -0.38 4.07 -4.82
C 6.19 -0.93 -0.38
C -5.98 1.39 1.55
C 0.84 -0.32 1.23
C -3.80 -3.27 3.76
H 4.37 0.98 1.83
H 0.49 4.64 -5.10
H -0.14 -0.78 1.26
H 6.74 -0.80 -4.27
H 1.65 -1.98 2.33
H -7.01 1.69 1.58
H -3.26 1.81 -3.51
H 4.40 -1.08 -3.32
H -1.25 2.29 -2.02
H -2.09 -3.32 0.79
H -3.50 0.32 3.52
H 4.13 -1.13 -0.79
H 8.64 -0.61 -2.64
H 2.52 2.50 0.72
H -0.63 -4.38 4.61
H 3.93 -1.11 2.34
H -2.96 -3.87 5.62
H -5.80 1.00 3.67
H 0.20 1.41 0.23
H -1.44 4.07 -6.67
H -5.75 1.69 -0.65
H -0.30 -4.13 2.15
H -4.24 -2.63 1.77
H -2.23 0.43 1.51
H -3.19 2.49 -5.88
H 6.08 -0.86 0.69
```

---

[7]
Molecular formula: C30H26MoN7O2S2
Method: DFT, ωB97M-V with the def2-TZVPD basis set

Largest force on an atom = 0.63 eV/A
Net charge = +3
Energy above the lowest of the compared OMol25 structures with the same formula, charge and spin = 0.00 kcal/mol
Multiplicity = 3

Geometry as XYZ:
```
68
C30H26MoN7O2S2 (ωB97M-V with the def2-TZVPD basis set)
Mo -0.12 -0.13 0.70
S 1.82 1.26 -0.76
S 0.25 -2.53 0.36
O 1.90 -0.10 -0.11
O 2.35 2.34 -0.01
N 2.58 -3.05 -1.02
N -1.43 -1.20 2.10
N 0.65 0.21 2.61
N -1.19 -1.10 3.32
N 0.83 -2.98 -2.28
N 0.19 1.22 -0.77
N -1.80 1.33 0.85
C -1.72 2.36 -0.06
C 0.29 -0.19 4.96
C -2.57 -1.97 1.73
C 1.87 -3.38 -3.08
C 3.46 -3.03 0.15
C 1.27 -2.79 -1.03
C -3.73 3.38 0.80
C 1.99 0.33 -3.29
C -3.80 2.35 1.71
C 2.51 0.36 -4.57
C -4.22 -3.62 2.22
C 3.45 2.19 -2.68
C -2.47 4.44 -1.06
C -2.66 3.41 -0.11
C -2.83 1.35 1.70
C -0.63 2.36 -0.94
C -3.12 -1.76 0.47
C -3.11 -2.91 2.62
C -1.38 4.42 -1.90
C -4.79 -3.41 0.97
C 1.73 0.93 2.91
C 2.14 1.13 4.22
C 3.96 2.20 -3.97
C 3.49 1.29 -4.90
C -4.24 -2.48 0.09
C 2.47 1.25 -2.36
C 2.97 -3.41 -2.29
C -0.45 3.37 -1.84
C 1.42 0.57 5.26
C -0.06 -0.34 3.64
H -5.66 -3.97 0.67
H -4.69 -2.31 -0.88
H -4.60 2.29 2.43
H 1.22 -0.37 -3.02
H 3.03 1.72 4.41
H 1.72 0.71 6.29
H -2.66 -3.08 3.58
H -4.65 -4.36 2.89
H 3.79 2.90 -1.94
H 1.74 -3.61 -4.12
H 3.05 -3.69 0.91
H -2.70 -1.03 -0.21
H -4.47 4.16 0.79
H 2.27 1.37 2.08
H 3.99 -3.68 -2.51
H -0.14 -2.95 -2.54
H -1.24 5.22 -2.61
H 4.43 -3.41 -0.16
H -2.90 0.56 2.43
H 3.55 -2.01 0.52
H -3.18 5.25 -1.11
H 3.89 1.31 -5.91
H -0.32 -0.65 5.73
H 4.72 2.92 -4.24
H 2.15 -0.33 -5.32
H 0.40 3.37 -2.52
```

---

Which of these has the highest largest force on an atom?
C30H26F4

---

largest force on an atom of number 1 (C30H26AsN3OPRhSe3Te)?
0.24 eV/A